1.
{"formula": "C38H40F10N2O30", "method": "ωB97M-V/def2-TZVPD", "species": ["O", "C", "O", "C", "C", "F", "O", "H", "H", "H", "O", "C", "O", "C", "C", "F", "O", "H", "H", "H", "O", "C", "O", "C", "C", "F", "O", "H", "H", "H", "O", "C", "O", "C", "C", "F", "O", "H", "H", "H", "O", "C", "O", "C", "C", "F", "O", "H", "H", "H", "O", "C", "O", "C", "C", "F", "O", "H", "H", "H", "O", "C", "O", "C", "C", "F", "O", "H", "H", "H", "O", "C", "O", "C", "C", "F", "O", "H", "H", "H", "O", "C", "O", "C", "C", "F", "O", "H", "H", "H", "O", "C", "O", "C", "C", "F", "O", "H", "H", "H", "C", "C", "C", "N", "C", "H", "H", "H", "H", "H", "C", "C", "C", "N", "C", "H", "H", "H", "H", "H"], "positions_angstrom": [[1.4687, -5.5611, 3.4191], [2.3026, -5.2999, 2.5720], [2.3879, -4.1807, 1.9219], [3.4687, -4.2475, 0.9864], [4.1495, -5.5439, 1.4222], [5.3542, -5.3987, 2.1417], [3.2083, -6.1963, 2.1478], [3.0842, -4.2513, -0.0095], [4.1190, -3.3851, 1.1068], [4.4140, -6.2266, 0.6178], [0.3068, 0.5340, 2.0962], [0.9372, 0.0651, 2.9867], [0.7030, 0.3649, 4.2721], [1.8037, -0.1743, 5.0291], [2.5612, -1.0623, 4.0707], [2.1894, -2.3654, 4.1107], [2.1707, -0.5419, 2.7884], [2.3734, 0.6407, 5.3682], [1.3049, -0.7196, 5.8471], [3.6649, -0.8948, 4.0513], [4.0589, 1.1793, -0.6841], [4.7310, 1.3033, -1.6911], [5.9897, 1.6865, -1.7362], [6.3695, 1.8276, -3.0874], [5.3965, 0.9985, -3.7930], [5.7092, -0.3361, -3.8542], [4.2964, 1.0968, -2.9394], [6.3973, 2.9096, -3.3497], [7.3579, 1.4474, -3.2372], [5.0872, 1.2478, -4.8415], [-0.2134, 0.7139, -5.6118], [-0.7908, -0.2337, -5.2804], [-1.8913, -0.1365, -4.4988], [-2.3620, -1.4254, -4.1376], [-1.6119, -2.3942, -5.0741], [-2.3018, -2.6339, -6.2430], [-0.5559, -1.5345, -5.5141], [-2.1145, -1.6266, -3.0700], [-3.3883, -1.6357, -4.3014], [-1.1461, -3.3031, -4.6368], [0.2263, 3.3405, -0.0101], [-0.8720, 3.4760, -0.3884], [-1.4341, 4.5726, -0.9654], [-2.8269, 4.3907, -1.2837], [-3.0274, 2.9018, -1.0220], [-3.0088, 2.2191, -2.2509], [-1.8968, 2.4696, -0.3314], [-3.4069, 5.0947, -0.7119], [-2.8656, 4.5893, -2.3269], [-3.9461, 2.7338, -0.4223], [-3.9203, 4.3665, 1.6316], [-3.2663, 3.7062, 2.3667], [-2.3938, 4.2276, 3.3113], [-1.8325, 3.0919, 4.0224], [-2.6501, 1.8886, 3.5658], [-3.5412, 1.5208, 4.5288], [-3.2979, 2.3558, 2.4232], [-0.7901, 3.0115, 3.8597], [-2.1859, 3.2047, 5.0627], [-2.0893, 1.0151, 3.3317], [-0.5864, -3.5375, -2.3446], [-1.3661, -3.9185, -1.5351], [-2.6798, -3.6213, -1.5156], [-3.2328, -3.9691, -0.2047], [-2.1655, -4.9210, 0.3693], [-2.4855, -6.1914, 0.0260], [-0.9868, -4.5825, -0.3539], [-3.2783, -3.0422, 0.4360], [-4.1883, -4.4749, -0.2870], [-1.9219, -4.9202, 1.4444], [2.1783, 3.1334, 4.7725], [2.6180, 3.1059, 3.6913], [2.6351, 4.2353, 2.9015], [3.2318, 3.8441, 1.6389], [3.8855, 2.4847, 1.9209], [5.2678, 2.5962, 2.3168], [3.2648, 2.0706, 3.1128], [2.4711, 3.7299, 0.8005], [4.0558, 4.5318, 1.3604], [3.8456, 1.7185, 1.1396], [3.3493, 3.7583, -4.0315], [2.1616, 3.7678, -4.2199], [1.3290, 3.6892, -3.1869], [-0.0156, 3.7411, -3.7016], [0.1410, 4.0523, -5.1872], [-0.3157, 5.3481, -5.2288], [1.6240, 3.9780, -5.3903], [-0.5168, 2.7909, -3.5763], [-0.6324, 4.4686, -3.2376], [-0.4638, 3.3850, -5.8425], [-1.7108, -1.1057, -0.1961], [-0.5812, -0.8495, -0.4546], [0.4510, -1.5407, -0.1509], [1.6490, -0.7702, -0.4081], [1.0432, 0.3710, -1.2277], [1.3443, 0.2358, -2.5521], [-0.3060, 0.3153, -1.0509], [2.0783, -0.4277, 0.4668], [2.3223, -1.3271, -1.0841], [1.4396, 1.3794, -1.0195], [-6.1361, -1.7674, -0.9517], [-5.5293, -1.1830, 0.1820], [-4.5864, -0.2641, -0.2193], [-4.6301, -0.3086, -1.6283], [-5.6038, -1.1472, -2.0585], [-6.8607, -2.5768, -0.9608], [-5.7479, -1.2907, 1.2348], [-3.7885, 0.2251, 0.2884], [-4.0014, 0.2403, -2.2614], [-5.8436, -1.0865, -3.0884], [-1.9019, -2.5441, 4.8091], [-0.7125, -3.1517, 4.2511], [-0.5421, -2.6347, 3.0092], [-1.5629, -1.7516, 2.7527], [-2.3882, -1.6662, 3.8554], [-2.2213, -2.6927, 5.8411], [-0.0404, -3.7165, 4.8246], [0.2337, -2.7370, 2.2571], [-1.7194, -1.2853, 1.8811], [-3.3338, -1.0761, 3.8159]], "forces_ev_per_angstrom": [[1.54, 0.58, -1.51], [-3.17, -1.74, 3.08], [0.29, 1.72, -0.97], [0.76, 0.17, 1.20], [1.77, -0.89, -1.71], [-1.30, 0.51, -0.24], [0.16, -0.40, 0.85], [-0.29, -0.32, -0.68], [0.02, 0.05, 0.15], [0.18, 0.31, -0.28], [-0.63, -0.33, -0.82], [1.18, 1.72, -0.20], [0.68, -1.10, -0.80], [-1.76, -1.21, 0.75], [0.92, 0.91, -1.48], [0.57, 0.22, 0.43], [-1.66, -0.39, 1.23], [0.85, 0.97, 0.53], [0.72, 0.03, -0.17], [-0.76, -0.75, 0.55], [0.86, -0.05, -1.69], [-1.26, 0.00, 1.04], [0.73, 0.22, 1.12], [1.77, 1.42, -0.25], [-2.19, -0.30, -2.13], [0.71, -0.11, 0.26], [-1.29, -0.55, 0.01], [-0.50, -0.80, -0.06], [0.70, -0.29, 0.18], [0.32, 0.31, 1.15], [2.13, 2.05, -1.38], [-2.50, -2.24, 1.76], [-1.06, -0.16, 0.19], [1.29, -1.48, 0.84], [1.28, 1.67, -0.34], [-0.35, -0.54, 0.79], [1.29, -0.44, -0.37], [-0.16, 0.13, -0.79], [-1.23, 0.66, -0.13], [-0.70, 0.57, -0.45], [0.75, -0.10, 0.32], [-3.41, -0.31, -0.99], [1.01, -0.22, 0.74], [1.48, -0.53, 0.16], [-0.14, 0.19, 0.29], [-0.49, 0.33, 0.67], [0.97, 1.36, 0.31], [-0.30, -0.13, 0.33], [-0.57, 0.18, -0.93], [0.52, -0.59, -0.72], [0.02, 0.03, -0.48], [0.74, 0.82, 1.39], [-0.67, -1.67, -1.19], [-2.26, 0.42, 1.17], [0.82, 0.56, -0.30], [-0.52, 0.19, 0.01], [-0.52, -0.04, -0.15], [0.98, -0.01, 0.00], [1.07, 0.21, -0.17], [0.53, -0.62, -0.34], [0.12, -0.35, -0.45], [-0.14, 0.30, 2.20], [0.03, -0.73, 0.69], [1.16, 0.82, 0.97], [0.57, 0.57, -0.46], [-0.26, -0.89, -0.09], [-0.91, 0.60, -1.12], [-0.16, -0.83, -0.94], [-0.03, 0.18, -0.27], [-0.29, 0.39, -0.44], [-0.98, -0.74, 1.78], [1.02, 1.97, -1.38], [0.48, -1.69, -0.98], [0.43, -0.17, -0.98], [1.10, 0.00, 1.19], [-1.46, 0.28, -0.92], [-0.65, -0.17, -0.22], [0.78, 0.36, 1.24], [-0.78, -0.09, 0.16], [-0.03, 0.45, 0.49], [0.03, -0.37, -0.41], [2.85, 0.60, 1.91], [-1.68, -0.07, -0.25], [0.55, -1.80, -0.58], [0.46, 0.03, 1.36], [0.58, 0.08, -1.50], [-3.84, 0.16, -1.28], [0.19, -0.57, 0.19], [0.03, 0.94, 0.52], [1.03, 0.69, 0.00], [-1.32, -1.11, 0.39], [-1.85, 1.49, 0.03], [2.27, -1.37, 0.76], [-1.27, -0.36, -3.03], [2.27, 2.07, -0.05], [-0.16, -0.68, -0.92], [0.22, 0.01, -0.34], [0.83, 0.34, 1.76], [-0.26, 0.07, 0.65], [-0.38, -0.50, 0.53], [-0.61, -0.25, -0.27], [0.54, 0.64, 0.87], [-0.58, -1.15, -2.41], [1.43, 1.76, 0.46], [0.59, 0.07, 0.81], [-0.04, 0.46, 0.02], [-0.15, -0.54, -0.10], [0.12, 0.38, 0.26], [-1.04, -0.73, 1.12], [-0.32, -0.62, -0.69], [0.72, 0.18, -0.30], [-1.40, 1.24, 0.73], [0.09, 0.48, -1.12], [-0.48, -0.28, 0.99], [-0.79, -0.22, -0.11], [-0.20, 0.10, -0.55], [0.72, -0.95, 0.23], [-0.13, -0.26, 0.28], [0.00, 0.07, -0.38], [1.11, -0.54, 0.13]], "smiles": "O=C1OC[C@@H](F)O1.O=C1OC[C@@H](F)O1.O=C1OC[C@@H](F)O1.O=C1OC[C@@H](F)O1.O=C1OC[C@@H](F)O1.O=C1OC[C@@H](F)O1.O=C1OC[C@@H](F)O1.O=C1OC[C@@H](F)O1.O=C1OC[C@@H](F)O1.O=C1OC[C@@H](F)O1.c1cc[nH]c1.c1cc[nH]c1", "e_homo_ev": -8.35, "mol_weight_g_mol": 1194.70, "fmax_ev_per_a": 4.8, "gap_ev": 8.528, "total_energy_ev": -131636.2889, "e_above_lowest_kj_mol": 0.00}

2.
{"formula": "C38H40IrN9Se", "method": "ωB97M-V/def2-TZVPD", "species": ["Ir", "Se", "N", "C", "C", "C", "C", "C", "N", "C", "C", "N", "C", "C", "C", "C", "C", "N", "H", "H", "H", "H", "H", "H", "C", "C", "C", "C", "C", "C", "C", "N", "C", "N", "C", "C", "C", "C", "C", "C", "C", "N", "C", "C", "C", "C", "C", "C", "C", "H", "H", "H", "H", "H", "H", "H", "H", "H", "H", "H", "H", "H", "H", "H", "H", "H", "H", "H", "H", "H", "H", "N", "C", "C", "C", "C", "N", "H", "H", "H", "H", "H", "H", "H", "H", "H", "H", "H", "H"], "positions_angstrom": [[-0.0290, -0.3530, -1.3468], [-5.6968, -5.9523, -0.2895], [-5.3979, -4.4017, 0.4630], [-4.3185, -3.8538, -0.0664], [-3.7721, -2.5821, 0.3123], [-4.3233, -1.7895, 1.3219], [-3.7272, -0.5802, 1.6107], [-2.5971, -0.1967, 0.8943], [-2.0438, -0.9434, -0.0444], [-2.6116, -2.1224, -0.3543], [-1.9876, -2.9116, -1.3886], [-0.8981, -2.4013, -1.9998], [-0.3227, -3.1098, -2.9640], [-0.7668, -4.3618, -3.3692], [-1.8705, -4.9115, -2.7484], [-2.5106, -4.1752, -1.7492], [-3.6920, -4.6434, -1.0805], [-4.2949, -5.7920, -1.3264], [-5.1940, -2.1409, 1.8540], [-4.1198, 0.0631, 2.3803], [-2.1200, 0.7481, 1.1009], [0.5372, -2.6580, -3.4332], [-0.2558, -4.8833, -4.1615], [-2.2550, -5.8821, -3.0192], [2.7722, 2.3489, 4.6048], [1.3413, 2.7853, 4.6540], [0.8559, 3.5133, 5.7298], [-0.4631, 3.9314, 5.7795], [-1.3238, 3.6149, 4.7397], [-0.8680, 2.8835, 3.6591], [0.4603, 2.4658, 3.6074], [0.9403, 1.6234, 2.5841], [0.5550, 1.4953, 1.2857], [-0.0620, 2.5607, 0.7263], [-0.7767, 2.6904, -0.4623], [-0.9639, 1.6349, -1.3777], [-1.8862, 1.8419, -2.4046], [-2.5111, 3.0596, -2.5961], [-2.2366, 4.1162, -1.7370], [-1.3863, 3.9528, -0.6636], [-1.1352, 5.0953, 0.2742], [0.8464, 0.4117, 0.6130], [1.5162, -0.6455, 1.2704], [0.7749, -1.7049, 1.7950], [1.4152, -2.8030, 2.3330], [2.8000, -2.8501, 2.3551], [3.5390, -1.7814, 1.8765], [2.9209, -0.6635, 1.3302], [3.7285, 0.4998, 0.8332], [3.3287, 2.7765, 5.4333], [3.2412, 2.6744, 3.6771], [2.8525, 1.2622, 4.6737], [1.5176, 3.7451, 6.5497], [-0.8223, 4.4890, 6.6288], [-2.3580, 3.9172, 4.7832], [-1.5584, 2.5932, 2.8804], [1.5855, 0.9126, 2.9106], [-0.0693, 3.3871, 1.3145], [-2.1491, 1.0225, -3.0594], [-3.2042, 3.1916, -3.4091], [-2.7105, 5.0703, -1.8967], [-1.6013, 5.9948, -0.1154], [-0.0696, 5.2997, 0.3783], [-1.5620, 4.9066, 1.2605], [-0.3025, -1.6426, 1.7815], [0.8346, -3.6165, 2.7390], [3.3046, -3.7155, 2.7517], [4.6163, -1.8098, 1.9327], [4.7011, 0.1737, 0.4727], [3.9126, 1.1995, 1.6483], [3.2127, 1.0431, 0.0419], [0.1397, 0.0854, -3.9282], [1.1602, 0.1513, -4.9953], [2.2982, -0.8359, -4.7868], [3.1132, -0.4832, -3.5354], [3.2099, -1.6414, -2.5453], [2.1233, -1.5652, -1.5480], [-0.5142, -0.6542, -4.1690], [-0.3665, 0.9647, -3.9645], [1.5771, 1.1609, -5.0174], [0.6881, -0.0386, -5.9670], [2.9319, -0.8127, -5.6730], [1.8946, -1.8480, -4.7176], [2.6265, 0.3515, -3.0225], [4.1107, -0.1642, -3.8288], [4.1778, -1.6112, -2.0345], [3.1535, -2.5937, -3.0736], [2.5048, -1.0800, -0.7425], [1.8858, -2.5022, -1.2334]], "forces_ev_per_angstrom": [[-1.23, 1.04, 1.65], [0.21, 0.17, -0.06], [0.11, 1.08, 0.60], [-0.70, -1.15, -0.13], [0.64, 0.73, 0.01], [0.24, 0.14, -0.11], [-0.03, -0.25, -0.13], [0.03, 0.21, 0.19], [0.99, 0.41, -0.71], [-0.62, 0.02, 0.56], [-0.09, -0.58, -0.34], [0.43, 0.94, -0.22], [0.12, -0.21, -0.21], [-0.17, -0.01, 0.17], [0.12, 0.33, 0.04], [0.73, 0.51, -0.27], [-1.08, -0.63, 0.51], [0.93, -0.06, -0.79], [-0.10, -0.02, 0.02], [-0.02, 0.11, 0.06], [0.09, 0.15, -0.03], [0.07, 0.04, -0.01], [0.10, -0.04, -0.07], [-0.06, -0.10, -0.04], [-0.03, 0.00, -0.01], [-0.12, 0.04, -0.36], [-0.20, -0.04, -0.06], [-0.08, -0.06, -0.13], [0.04, 0.14, 0.16], [0.17, -0.23, -0.07], [-0.33, 0.62, 0.62], [0.45, -0.61, -0.44], [0.07, 0.62, 0.06], [0.49, 0.09, 0.89], [-0.31, -0.64, -0.76], [0.32, -1.19, 0.27], [0.18, -0.15, 0.03], [0.12, 0.11, 0.16], [0.01, -0.32, -0.23], [0.11, -0.43, -0.08], [-0.01, -0.02, -0.03], [-1.04, -0.52, -1.92], [0.34, -0.53, 0.27], [0.12, 0.17, -0.09], [-0.07, -0.06, 0.03], [0.10, 0.04, -0.01], [-0.06, -0.15, 0.10], [-0.36, 0.19, 0.04], [0.05, 0.00, 0.01], [0.05, -0.04, 0.04], [0.10, -0.02, -0.07], [0.13, -0.11, 0.01], [0.13, 0.05, 0.06], [-0.04, 0.08, 0.10], [-0.11, 0.05, -0.02], [-0.08, -0.02, -0.08], [-0.15, 0.04, -0.19], [0.01, -0.22, -0.05], [-0.05, -0.09, -0.06], [-0.15, -0.02, -0.12], [-0.06, 0.17, -0.01], [-0.02, 0.07, 0.04], [0.09, 0.06, 0.09], [0.03, 0.04, 0.13], [-0.10, -0.04, -0.05], [-0.04, -0.11, 0.04], [0.08, -0.10, 0.10], [0.15, -0.01, -0.03], [0.07, -0.01, -0.04], [0.02, 0.14, 0.01], [0.03, 0.05, -0.05], [-0.14, -0.09, 0.63], [0.44, -0.23, -0.33], [-0.17, 0.41, 0.12], [-0.02, -0.34, -0.07], [0.22, 0.39, -0.44], [-0.74, 0.20, 0.32], [-0.14, 0.17, -0.02], [-0.16, -0.16, 0.21], [-0.13, -0.04, 0.04], [0.01, 0.14, 0.14], [-0.03, -0.08, -0.02], [0.02, -0.06, -0.07], [0.18, 0.07, 0.05], [0.05, 0.06, 0.04], [-0.16, -0.10, 0.07], [0.01, -0.01, 0.06], [-0.11, -0.23, 0.06], [0.07, 0.07, 0.24]], "charge": 2, "e_homo_ev": [-12.97, -12.96], "mol_weight_g_mol": 893.98, "fmax_ev_per_a": 2.3, "gap_ev": [6.655, 6.534], "total_energy_ev": -121638.3544, "e_above_lowest_kj_mol": 146.33}